73
Properties=species:S:1:pos:R:3:forces:R:3 method="wB97M-V/def2-TZVPD" homo_lumo_gap_ev="6.263 / 7.101" lumo_energy_ev="-4.50 / -4.17" spin_multiplicity=2 charge=+1 mol_weight_g_mol=783.0
Re 0.37095 -0.00395 0.19705 1.560 -0.465 -0.944
C 2.37956 3.49132 1.56172 0.096 0.324 -0.120
C 2.33823 3.39355 0.06172 0.094 0.070 0.167
C 3.32686 4.01473 -0.68926 -0.003 0.046 0.004
C 3.24415 4.06693 -2.07320 0.133 0.057 0.039
C 2.14717 3.52849 -2.71298 -0.178 -0.071 -0.115
C 1.14174 2.88029 -1.99588 -0.076 -0.073 -0.276
C -0.06016 2.35834 -2.75183 0.134 0.230 -0.015
C 1.28051 2.77509 -0.61356 -0.582 -0.306 0.260
N 0.27909 2.02699 0.15479 0.019 0.332 0.163
C -0.63905 2.75185 0.89339 0.421 -0.339 -0.352
O -0.75899 3.94884 0.93048 0.039 0.458 -0.088
C -1.48009 1.84493 1.71744 0.277 -0.358 -0.057
C -2.41630 2.25385 2.63507 -0.253 0.122 0.189
C -3.07039 1.28398 3.38657 -0.076 0.045 0.048
C -2.74971 -0.05573 3.20566 -0.271 0.037 0.219
C -1.80414 -0.37915 2.26388 0.273 0.228 -0.271
N -1.19708 0.55419 1.52460 -0.236 0.119 0.620
C -1.32068 -1.75635 1.98072 0.352 -0.011 -0.371
O -1.75811 -2.72398 2.55077 -0.041 -0.376 0.082
N -0.33245 -1.72665 1.02207 0.083 -0.117 0.439
C 0.30774 -2.97877 0.62904 -0.373 0.494 0.100
C -0.12367 -3.61050 -0.53474 -0.096 -0.027 -0.325
C -1.36382 -3.17949 -1.28361 -0.036 -0.288 0.092
C 0.58184 -4.72649 -0.98169 -0.123 0.024 -0.115
C 1.66009 -5.21692 -0.27098 0.091 -0.067 0.026
C 2.00763 -4.63376 0.93967 0.017 -0.032 0.025
C 1.32357 -3.52525 1.42105 0.065 -0.029 0.209
C 1.60312 -3.04146 2.81941 0.035 -0.214 -0.066
H 3.38918 3.71231 1.91259 -0.057 -0.044 -0.051
H 2.03607 2.58804 2.03726 -0.143 -0.346 0.194
H 1.72567 4.30255 1.89801 0.047 -0.072 -0.056
H 4.15759 4.49090 -0.17816 -0.068 -0.056 -0.033
H 4.02231 4.55826 -2.64662 -0.062 -0.036 0.052
H 2.04693 3.62464 -3.79091 0.011 -0.038 0.114
H -0.43606 3.12886 -3.42590 0.068 0.035 0.008
H -0.87529 2.07261 -2.09350 0.050 0.122 -0.010
H 0.20530 1.49589 -3.37208 0.023 0.203 0.041
H -2.60518 3.31481 2.74531 0.003 -0.075 0.010
H -3.81483 1.57223 4.11902 0.049 -0.016 -0.042
H -3.20644 -0.85558 3.77600 0.019 0.069 -0.032
H -1.79445 -2.26549 -0.88531 0.014 -0.283 0.034
H -2.12752 -3.95653 -1.19972 0.071 -0.024 0.008
H -1.16443 -3.04411 -2.35161 -0.032 -0.136 0.204
H 0.26045 -5.22366 -1.89333 0.033 0.058 0.095
H 2.20711 -6.08003 -0.63681 -0.057 0.101 0.046
H 2.80730 -5.06145 1.53785 -0.085 0.059 -0.068
H 2.62951 -3.26919 3.10941 -0.023 0.028 -0.016
H 0.93707 -3.55468 3.52001 0.034 0.032 -0.073
H 1.43044 -1.98179 2.94062 -0.065 0.280 -0.010
N -1.28138 -0.82244 -3.55711 -0.263 0.085 -0.226
C -0.31254 -0.71304 -2.64884 -0.235 0.067 0.096
N -0.77931 -0.26797 -1.49798 -0.477 0.154 0.404
C -2.16872 -0.07753 -1.67761 0.428 0.172 0.223
C -3.16005 0.38418 -0.81351 -0.057 -0.011 -0.010
C -4.44566 0.46603 -1.30540 -0.067 -0.002 -0.080
C -4.75537 0.09926 -2.62650 -0.035 0.013 0.038
C -3.78061 -0.35462 -3.48930 0.018 -0.045 -0.093
C -2.48864 -0.42522 -2.97825 0.279 -0.166 -0.415
H -1.14272 -1.12902 -4.50452 -0.019 -0.031 -0.072
H 0.71669 -0.96465 -2.86030 -0.092 0.003 0.073
H -2.94149 0.66910 0.20047 -0.149 -0.008 -0.131
H -5.23798 0.82534 -0.65859 0.066 -0.040 -0.058
H -5.77918 0.17631 -2.97248 0.079 -0.008 0.027
H -4.01059 -0.64411 -4.50924 0.033 0.050 0.112
C 2.93135 0.25687 2.93119 -0.281 -0.021 -0.112
O 2.39222 0.04330 1.59534 -0.448 0.079 -0.006
C 3.24264 -0.38536 0.62325 0.012 -0.053 -0.291
S 4.78903 -0.72334 0.79332 0.438 -0.052 0.184
S 2.33305 -0.52640 -0.89011 -0.501 0.153 0.436
H 2.09076 0.61347 3.51889 0.000 0.005 0.004
H 3.72514 0.99210 2.89267 0.069 0.126 -0.081
H 3.31503 -0.67579 3.32513 0.029 -0.144 -0.005